(1)
Below is C9H14N4 in the gas phase, with properties calculated with ωB97M-V with the def2-TZVPD basis set.

XYZ file:
```
27
Properties=species:S:1:pos:R:3:forces:R:3
C 0.78939 -1.95154 -2.05575 -2.53 -0.08 -1.99
C 0.52814 -1.24298 -0.86421 -1.42 0.52 2.27
C 1.78442 -0.95015 -0.38952 -2.04 2.12 0.07
C 2.01314 -0.03923 0.78626 2.47 -1.59 0.19
C -0.09277 1.47939 0.63853 -1.21 0.87 2.88
C 0.73885 0.45546 1.49000 1.26 1.86 -0.24
C -1.33377 0.59553 0.20694 -0.04 1.96 -0.69
C -1.66649 0.70742 -1.27441 -1.49 1.84 -0.14
C -2.62000 0.77883 1.04056 -1.52 -1.14 -0.76
N 2.06255 -1.95061 -2.32403 1.08 -0.82 -1.60
N 2.66124 -1.28599 -1.35955 1.83 0.20 2.03
N -0.17736 -0.63056 1.62102 -0.39 -0.80 0.40
N -0.90559 -0.71748 0.45180 2.75 -4.10 -1.27
H 0.10932 -2.32351 -2.89794 0.91 0.42 1.77
H 2.62628 -0.70383 1.43950 -0.61 0.43 0.58
H 2.82997 0.64062 0.49096 -0.87 0.72 0.14
H -0.30696 2.39578 1.35426 -0.10 -1.79 -1.54
H 0.38088 1.89618 -0.21019 0.85 0.13 -0.86
H 0.97023 0.88438 2.50738 0.00 -0.46 -1.10
H -2.27846 1.61959 -1.41545 0.22 -0.02 0.26
H -2.37320 -0.03879 -1.68188 0.95 -0.27 0.38
H -0.79668 0.92894 -1.86928 0.39 -0.68 -0.39
H -3.36643 0.06999 0.50453 0.73 1.55 0.78
H -3.01954 1.82368 1.15142 0.52 -1.02 -0.42
H -2.55424 0.30199 2.01806 0.40 0.36 0.14
H 3.69818 -1.24655 -1.23432 -1.53 -0.28 -0.64
H 0.29888 -1.49656 1.87531 -0.58 0.08 -0.26
```
Positions in Å, forces in eV/Å.

Computed properties:
**Kohn-Sham gap**: 9.01 eV
**E_HOMO**: -0.30216 Ha
**Total charge**: 0
**E_LUMO**: 0.785 eV

(2)
Below is a molecular structure, C9H14N4O3, with properties calculated with ωB97M-V with the def2-TZVPD basis set.

XYZ file:
```
30
Properties=species:S:1:pos:R:3:forces:R:3
C -2.83194 -0.93850 0.62345 -1.52 1.19 0.87
C -2.90690 -0.15782 -0.70526 1.28 2.75 -1.35
C -2.43930 0.08016 1.82438 -0.75 0.25 -0.15
C -0.24997 0.54286 -0.57063 -0.97 -0.57 -2.35
C -0.13774 1.91851 0.01481 1.41 2.26 2.44
C 1.01960 0.29745 -1.63066 -0.30 1.94 1.16
C 2.13744 -0.20293 -0.77529 1.91 1.11 -0.07
C 3.16998 -1.06408 -0.94831 -0.13 -0.53 0.23
C 3.65061 0.14446 0.78865 0.16 -0.05 3.13
H -2.27444 -2.50503 -0.42367 1.02 0.20 3.41
H -1.07404 -1.99557 0.71511 -0.79 -0.17 -0.18
H -3.92877 -1.21991 0.64600 1.12 0.28 0.63
H -3.37158 0.05305 2.72440 3.31 -0.03 -2.59
H -1.20869 -0.41140 2.25214 -4.03 2.28 -1.06
H -2.55489 1.26313 1.23426 1.07 -3.49 2.43
H -1.96075 1.43780 -1.83921 1.76 -3.41 1.86
H -0.23690 -0.23672 0.26412 0.15 1.06 -1.45
H 0.65882 -0.25827 -2.46049 -0.23 -1.42 -0.14
H 1.46636 1.20005 -2.24335 -1.32 -0.87 1.81
H 3.48416 -1.74689 -1.65913 -0.21 -1.23 -1.52
H 4.01991 0.36425 1.85054 -0.22 0.01 -2.06
H 5.09971 -1.28510 0.18300 -3.87 0.81 -0.55
H 1.62031 1.61875 0.90120 -0.36 -0.31 -0.22
N -2.09325 -2.17545 0.65058 0.27 -0.86 -3.80
N -1.58034 0.43754 -1.37306 -2.83 1.26 0.82
N 2.54236 0.58534 0.31895 -1.44 0.03 -0.41
N 4.02855 -0.92516 0.09797 5.20 -1.21 0.36
O -4.00389 0.13683 -1.17552 2.72 -0.68 0.51
O -0.85754 2.83748 -0.26471 -0.80 -0.34 -0.78
O 0.81314 2.20519 0.97972 -1.58 -0.26 -1.00
```
Positions in Å, forces in eV/Å.

Computed properties:
**Kohn-Sham gap**: 9.26 eV
**E_HOMO**: -0.33521 Ha
**Total charge**: 0
**E_LUMO**: 0.139 eV

(3)
Below is a molecular structure, C9H14N4O3S, with properties calculated with ωB97M-V with the def2-TZVPD basis set.

XYZ file:
```
31
Properties=species:S:1:pos:R:3:forces:R:3
C 0.61800 -0.21733 0.15039 3.93 -0.89 0.87
C -0.60386 0.45274 -0.19265 -0.65 -1.87 1.61
C 1.60315 -0.11200 -0.94997 6.18 0.21 -4.22
C 3.09905 0.16136 -0.28933 -2.85 0.90 -2.69
C 3.90489 1.29666 -0.49752 2.59 -1.51 2.65
C 4.90726 -0.52242 0.63790 0.89 -0.97 -2.22
C -2.85137 0.01110 -0.06755 -4.42 -1.03 4.02
C -3.32885 1.27123 0.63814 -1.59 1.83 0.21
C -3.97536 -1.13528 0.22157 0.54 3.39 2.78
H 1.48743 -2.08268 0.74495 -1.07 0.61 -0.73
H 0.22314 -2.15507 -0.40441 0.24 -0.47 -0.46
H 1.02382 0.41211 1.04977 -0.59 -1.57 -1.23
H 1.88802 -1.21445 -1.40958 -1.24 2.81 0.91
H 1.55737 0.64572 -2.06540 -0.49 -2.04 4.01
H 3.94092 2.45006 -0.73255 -0.64 -2.96 0.28
H 5.75828 -1.31747 0.74302 -1.61 2.02 0.52
H 6.16108 1.14102 0.06299 -3.41 -1.01 0.58
H -1.22749 -0.93093 0.89346 0.33 -3.20 2.06
H -2.73726 0.25010 -1.02166 -0.26 0.70 -4.56
H -3.56450 -2.08202 -0.02483 -0.02 -0.98 -0.25
H -4.18599 -0.99723 1.41223 0.46 -0.77 -3.03
H -6.20780 0.13582 0.06431 1.16 -0.99 -0.46
H -2.01678 2.31825 -0.36478 -0.38 -0.29 -0.32
N 0.55355 -1.72916 0.43726 -0.26 2.04 2.00
N 3.68459 -0.93457 0.30217 0.55 1.52 0.38
N 5.12218 0.75633 0.19866 2.25 1.60 -1.02
N -1.57306 -0.20550 0.39253 -0.51 0.88 -0.62
O -0.74423 1.45216 -0.82571 0.60 2.35 -2.09
O -4.07778 1.22195 1.60506 1.45 0.84 -1.65
O -2.91797 2.46265 0.01325 -1.05 -1.51 2.08
S -5.52045 -0.80314 -0.72175 -0.14 0.36 0.57
```
Positions in Å, forces in eV/Å.

Computed properties:
**Kohn-Sham gap**: 9.67 eV
**E_HOMO**: -0.33477 Ha
**Total charge**: 0
**E_LUMO**: 0.561 eV

(4)
Below is C9H14N4O4 in the gas phase, with properties calculated with ωB97M-V with the def2-TZVPD basis set.

XYZ file:
```
31
Properties=species:S:1:pos:R:3:forces:R:3
C 2.15846 0.44881 0.76130 -1.92 1.83 1.23
C 1.19899 -0.25848 -0.24966 1.25 -1.16 1.86
C 3.62934 0.63237 0.30021 -1.90 -2.16 -1.19
C -1.12214 -1.20126 -0.31782 -0.31 -0.48 0.39
C -0.91302 -2.44206 -1.38328 -1.15 0.33 0.29
C -1.90214 0.06426 -0.84736 -2.05 -0.47 -2.77
C -2.18685 1.20216 0.04132 -1.83 1.66 -0.01
C -3.41437 2.06521 0.19483 0.30 -2.05 0.50
C -1.56953 2.91236 1.21392 1.69 -1.08 1.57
H 2.53898 0.64324 2.84686 -1.77 -2.16 -1.39
H 2.43761 -0.90467 2.24797 1.55 -2.16 0.36
H 1.60290 1.47173 0.74341 1.16 -1.21 0.26
H 4.10969 1.33420 0.93933 0.42 0.83 0.09
H 3.51926 0.96206 -0.85715 0.98 -0.97 2.67
H 4.09819 -1.28848 -0.18941 0.79 2.04 2.85
H 0.29883 -0.71356 1.39034 -1.13 0.06 0.02
H -1.70569 -1.74471 0.46169 0.10 0.70 -0.59
H -2.91851 -0.11374 -1.29604 0.69 -1.15 0.72
H -1.53297 0.53083 -1.79887 0.99 -0.69 0.86
H -4.65320 2.30972 -0.07698 4.24 -1.63 0.64
H -0.94374 3.68220 1.80273 -1.32 -1.59 -1.02
H -3.51272 3.78067 1.36950 1.92 -2.28 -0.24
H 0.89827 -1.83345 -1.80427 -1.80 -1.61 -0.83
N 1.93282 -0.08038 2.26106 0.97 4.86 -1.66
N 0.08338 -0.72188 0.39074 1.80 -0.22 -2.30
N -1.12023 1.77478 0.65516 -0.58 1.94 0.21
N -2.90113 2.89484 1.15276 -3.32 5.75 -0.35
O 1.58631 -0.43041 -1.41823 -1.12 0.11 0.40
O 4.31449 -0.65650 0.63747 -1.29 -0.53 -4.13
O -1.77479 -3.25160 -1.60152 -1.36 0.58 1.03
O 0.18983 -2.62747 -2.02745 4.00 2.92 0.52
```
Positions in Å, forces in eV/Å.

Computed properties:
**Kohn-Sham gap**: 9.03 eV
**E_HOMO**: -0.31814 Ha
**Total charge**: 0
**E_LUMO**: 0.378 eV
**SMILES**: N[C@@H](CO)C(=O)N[C@@H](Cc1c[nH]cn1)C(=O)O

(5)
Below is 2 unconnected molecules or ions with the total composition C9H14N5S, with properties calculated with ωB97M-V with the def2-TZVPD basis set.

XYZ file:
```
29
Properties=species:S:1:pos:R:3:forces:R:3
C -0.61343 3.28109 3.24091 1.35 2.17 -3.21
C -1.10224 2.39333 4.08516 -0.78 -2.66 0.92
C -0.49413 2.89002 1.85258 -0.34 -1.62 0.96
C -1.40344 1.06786 3.50820 -2.27 0.79 4.88
C -0.80683 1.59444 1.47132 1.18 1.08 -1.23
C -0.75121 1.02141 0.08061 -0.56 -1.64 0.59
C 1.05788 -1.30458 -1.21073 -0.54 2.14 2.40
C 0.41419 -2.52766 -3.08862 -0.54 -0.35 -1.69
C 2.68421 -2.67693 -2.14441 3.74 1.92 0.03
N -1.22468 0.66686 2.31798 -0.43 -0.32 -0.48
N -0.34813 1.49757 -1.07949 -0.23 1.10 0.73
N -1.38824 -0.78966 -1.17550 1.19 -1.33 -1.62
N 1.37143 -2.11427 -2.11263 -0.60 -1.55 -0.80
N -1.31606 -0.20353 -0.00779 -0.47 -0.01 1.12
S 1.78655 -0.50800 -0.06234 -0.70 -0.02 0.57
H -0.31655 4.31419 3.52553 -0.29 -0.93 -0.19
H -1.21784 2.67969 5.15232 -0.20 -0.81 -0.88
H -0.10120 3.46461 1.07571 0.45 1.53 -0.72
H -2.06322 0.39641 4.13937 1.41 0.52 -0.40
H 0.74214 -2.09330 -4.06608 -0.33 -1.10 0.48
H 0.18483 -3.59201 -3.02105 0.96 -0.26 -0.63
H -0.56597 -2.15387 -2.90045 -0.33 1.04 0.37
H 3.19371 -2.50138 -3.14229 -0.85 -0.78 1.07
H 3.35220 -2.14784 -1.39949 -0.91 0.52 -1.09
H 2.89529 -3.59170 -1.64101 -1.05 -1.75 -0.63
H 0.10640 2.35755 -1.21003 0.48 1.08 0.21
H -0.59593 1.00182 -1.88955 -0.42 -0.95 -1.06
H -1.83109 -1.74105 -1.14937 0.52 1.28 0.69
H -1.64866 -0.68108 0.85112 0.55 0.89 -0.41
```
Positions in Å, forces in eV/Å.

Computed properties:
**Kohn-Sham gap (alpha / beta)**: 7.23 / 6.76 eV
**E_HOMO (alpha / beta)**: -0.41563 / -0.40652 Ha
**Total charge**: +1
**E_LUMO (alpha / beta)**: -4.075 / -4.298 eV

(6)
Below is a gas-phase ion, C9H14NO2Si (charge -1), with properties calculated with ωB97M-V with the def2-TZVPD basis set.

XYZ file:
```
27
Properties=species:S:1:pos:R:3:forces:R:3
C -2.83287 0.73134 0.69124 0.52 0.10 -0.59
C -1.57943 0.61660 -2.56883 0.32 -0.57 -5.43
C -2.11557 -2.46328 0.51262 -2.05 -0.57 -2.06
C -1.59436 0.93284 0.28424 1.42 0.23 0.51
C -0.76949 -0.32123 -2.17138 2.09 -2.20 2.08
C -1.17254 -1.63663 0.89501 1.89 -0.53 -0.78
C 2.37648 -0.89835 0.13965 0.70 -0.93 -0.87
C 3.54509 1.02080 1.11414 1.58 1.72 -0.42
C 1.18742 1.18693 0.44099 0.03 -2.69 -3.89
N 2.40532 0.38925 0.53735 -1.60 1.09 0.52
O 1.22975 -1.34172 -0.42449 0.61 0.32 0.54
O 3.38610 -1.60066 0.20051 -0.37 0.00 0.11
Si -0.26686 -0.41748 -0.27974 -0.11 2.64 1.29
H -3.60346 1.43178 0.75910 -0.91 1.65 0.76
H -3.16973 -0.25347 0.79908 -0.61 -1.42 -0.15
H -1.80785 0.77350 -3.73585 0.29 -0.27 2.63
H -1.77989 1.36456 -1.91341 -1.43 2.06 1.56
H -2.56282 -3.24926 1.13368 0.11 0.32 -0.05
H -2.59497 -2.35150 -0.53893 0.87 -0.36 1.72
H -1.07280 1.89820 0.40168 -1.01 0.32 -0.64
H -0.22312 -1.07020 -2.76848 -0.77 0.40 -0.33
H -0.76113 -1.81658 1.87873 0.14 0.18 0.38
H 3.84623 0.46355 2.01922 0.29 0.47 -0.29
H 4.45756 1.10793 0.37051 -1.56 -0.38 1.39
H 3.24910 2.13832 1.37197 0.61 -2.45 -0.35
H 0.83862 1.55946 1.38296 0.04 0.83 0.19
H 1.38522 1.80531 -0.53157 -1.07 0.02 2.18
```
Positions in Å, forces in eV/Å.

Computed properties:
**Kohn-Sham gap**: 7.67 eV
**E_HOMO**: -0.14481 Ha
**Total charge**: -1
**E_LUMO**: 3.727 eV

(7)
Below is 2 unconnected molecules or ions with the total composition C9H14O, with properties calculated with ωB97M-V with the def2-TZVPD basis set.

XYZ file:
```
24
Properties=species:S:1:pos:R:3:forces:R:3
C -2.41734 2.70616 -1.32177 0.50 0.79 -0.81
C -0.95039 3.06850 -1.64272 -0.38 -1.55 0.36
H -3.06539 3.55019 -1.56625 -0.10 0.06 0.01
H -2.74774 1.89044 -1.95502 -0.14 -0.46 0.43
H -2.49411 2.53775 -0.25003 -0.26 -0.43 -0.10
H -0.80624 4.08905 -1.30764 0.79 0.05 -0.33
H -0.57207 2.75504 -2.62001 -0.69 1.13 -0.61
H -0.34352 2.32466 -1.13484 0.30 0.36 1.08
C 1.92146 -1.21069 2.95838 0.56 -0.40 0.55
C 0.01039 -1.76165 -0.87374 0.41 0.67 -0.34
C 1.13072 -2.49287 -0.59612 0.27 0.34 0.68
C -0.52235 -0.82431 0.04449 0.38 -0.02 -0.90
C 1.75302 -2.27665 0.67970 0.56 -0.75 1.00
C 0.29042 -0.47649 1.17177 -0.68 -0.02 0.60
C 1.33562 -1.29059 1.58204 -1.18 0.03 -0.67
O -0.47271 -1.80820 -2.17122 -0.48 -0.67 -0.48
H -1.00720 -1.02899 -2.36260 0.09 0.09 0.41
H 1.64516 -3.14178 -1.28805 -0.27 0.05 -0.41
H -1.44549 -0.31178 -0.20414 0.01 0.08 0.09
H 2.54566 -2.94135 1.02569 -0.08 -0.08 -0.19
H -0.05777 0.37289 1.74674 0.11 -0.04 0.46
H 2.12392 -2.20388 3.38126 0.53 -0.20 -0.69
H 1.29381 -0.88357 3.79230 -0.35 0.95 -0.60
H 2.85216 -0.64189 2.91178 0.11 0.02 0.48
```
Positions in Å, forces in eV/Å.

Computed properties:
**⟨S²⟩**: 0.761
**Kohn-Sham gap (alpha / beta)**: 2.74 / 6.79 eV
**Multiplicity**: 2
**E_HOMO (alpha / beta)**: 0.03042 / -0.12247 Ha
**Total charge**: -1
**E_LUMO (alpha / beta)**: 3.567 / 3.454 eV

(8)
Below is 2 unconnected molecules or ions with the total composition C9H14O, with properties calculated with ωB97M-V with the def2-TZVPD basis set.

XYZ file:
```
24
Properties=species:S:1:pos:R:3:forces:R:3
C -2.57501 -0.76302 0.25937 1.26 -1.14 0.41
C -0.97624 -0.49867 2.25920 -1.76 0.99 0.77
C -1.19796 -0.69204 0.90293 -0.10 0.33 1.65
C 0.26980 -0.52918 2.91633 1.45 -0.86 -0.77
C 1.30251 -1.05985 2.09645 0.79 0.52 0.53
C -0.07199 -0.99288 0.09357 -1.14 0.62 -0.33
C 1.16611 -1.17431 0.75991 0.73 -0.72 -1.29
O 2.56153 -1.39113 2.62454 -0.09 -0.12 -0.55
H -1.75473 -0.16815 2.98215 -0.25 -0.40 -0.97
H 0.46007 -0.32472 3.96011 -0.33 -0.02 0.12
H -2.77905 -1.83822 0.28078 -0.08 -0.16 -0.83
H -2.39066 -0.39792 -0.75358 -0.86 -0.03 -0.14
H -0.16275 -0.74303 -0.96801 0.25 -0.44 0.11
H 2.58168 -1.11946 3.53304 -0.14 0.23 0.64
H 1.99119 -1.52350 0.13063 0.12 0.08 0.49
H -3.45197 -0.40488 0.77855 0.09 1.07 0.18
C -0.05340 1.99172 -3.04598 0.17 -1.91 0.54
C 1.26658 1.47126 -2.45693 0.92 0.22 0.47
H -0.24095 1.43131 -3.96949 0.01 0.69 -0.26
H -0.86662 1.63294 -2.40289 0.01 0.62 0.13
H -0.03260 3.06965 -3.13666 -0.28 0.07 -0.33
H 2.00639 1.21051 -3.22291 -0.09 0.32 -0.09
H 1.72211 2.23330 -1.80401 -0.06 -0.18 -0.25
H 1.22596 0.58029 -1.81710 -0.59 0.22 -0.22
```
Positions in Å, forces in eV/Å.

Computed properties:
**⟨S²⟩**: 0.760
**Kohn-Sham gap (alpha / beta)**: 3.00 / 6.86 eV
**Multiplicity**: 2
**E_HOMO (alpha / beta)**: 0.02674 / -0.11735 Ha
**Total charge**: -1
**E_LUMO (alpha / beta)**: 3.732 / 3.671 eV

What are the E values for these records? In order: -570.2041; -795.9225; -1194.1418; -871.2242; -1022.9385; -846.0088; -426.4947; -426.4952 a.u..